Entry 1:
{"formula": "C29H38BeN4O2P2", "method": "the ωB97M-V functional and the def2-TZVPD basis", "energy_ha": -2194.63141, "homo_ev": -8.0, "orbital_gap_ha": 0.27931, "mol_weight_g_mol": 545.609, "species": ["Be", "C", "C", "C", "C", "C", "C", "C", "C", "C", "H", "H", "H", "H", "H", "H", "H", "H", "H", "H", "H", "H", "H", "H", "H", "P", "P", "N", "N", "N", "N", "C", "C", "C", "C", "C", "C", "C", "C", "C", "C", "C", "C", "C", "C", "C", "C", "C", "C", "H", "H", "H", "H", "H", "H", "H", "H", "H", "H", "H", "H", "H", "H", "H", "H", "H", "H", "H", "H", "C", "O", "C", "O", "H", "H", "H"], "positions_angstrom": [[-0.7016, 2.1558, -0.9676], [-1.4071, -2.9947, -0.0920], [-2.1010, -2.6279, -1.1802], [-3.1515, -1.5610, -1.2414], [-2.6841, -0.0981, -1.3048], [-2.3777, 0.5455, 0.0100], [-2.2496, -0.0919, 1.1863], [-2.6823, -1.4503, 1.6397], [-1.6534, -2.5619, 1.3226], [-0.0447, 3.4093, -0.1082], [-0.5864, -3.7338, -0.1836], [-1.9488, -3.1621, -2.1446], [-3.8517, -1.6551, -0.3904], [-3.7168, -1.7446, -2.1904], [-1.8510, -0.0299, -2.0265], [-3.4725, 0.4973, -1.7924], [-2.3741, 1.6712, -0.0542], [-1.5685, 0.3709, 1.9164], [-3.7005, -1.7314, 1.3488], [-2.6834, -1.3860, 2.7435], [-0.6892, -2.2793, 1.8070], [-2.0164, -3.4738, 1.8403], [0.5737, 2.8132, 0.5887], [-0.8385, 3.9026, 0.4481], [0.5703, 4.2190, -0.5370], [-7.0545, 2.8331, -2.0259], [-6.4951, 0.3455, -4.0286], [-7.7535, 3.0982, -0.4338], [-7.7663, 4.3831, -2.6696], [-6.9980, -1.0514, -3.0625], [-6.8041, -0.4945, -5.6212], [-8.4919, 1.7794, -2.6108], [-8.1781, 1.1924, -3.9909], [-6.9712, 3.1205, 0.7278], [-7.8136, 3.3100, 1.8182], [-9.1555, 3.3843, 1.3193], [-9.0907, 3.2477, -0.0580], [-6.9479, 5.3619, -3.2432], [-7.7627, 6.3895, -3.7350], [-9.1224, 6.0060, -3.5005], [-9.0899, 4.7982, -2.8308], [-6.2526, -1.4710, -1.9551], [-6.9406, -2.5046, -1.3220], [-8.1798, -2.6614, -2.0011], [-8.2136, -1.7383, -3.0231], [-7.7304, -1.4222, -6.1065], [-7.5600, -1.5884, -7.4742], [-6.5228, -0.6855, -7.8782], [-6.0995, -0.0081, -6.7374], [-9.4445, 2.3244, -2.6997], [-8.6293, 0.9837, -1.8600], [-8.9831, 0.5046, -4.2970], [-8.1020, 1.9840, -4.7576], [-5.9026, 2.9790, 0.6492], [-7.5164, 3.4020, 2.8466], [-10.0593, 3.5281, 1.8832], [-9.8832, 3.2054, -0.7935], [-5.8815, 5.2211, -3.2643], [-7.4388, 7.2988, -4.1885], [-10.0227, 6.5389, -3.8022], [-9.9147, 4.1923, -2.4749], [-5.3622, -0.9291, -1.6883], [-6.5921, -3.0892, -0.4896], [-8.9811, -3.3657, -1.7692], [-9.0165, -1.4655, -3.6930], [-8.4393, -1.9083, -5.4539], [-8.1029, -2.2824, -8.1135], [-6.1416, -0.5551, -8.8810], [-5.3680, 0.7731, -6.6031], [1.9154, -0.8332, 0.2719], [0.9848, 0.2740, 0.2887], [0.6381, 0.8390, -0.8755], [1.1382, 0.5543, -1.9413], [1.4551, -1.7139, -0.1857], [2.1163, -1.0566, 1.3346], [2.8406, -0.5497, -0.2376]], "forces_ev_per_a": [[2.6936, -2.0501, 1.2420], [-0.0325, 0.0328, -0.7003], [0.7662, -0.5734, 0.0299], [-0.9420, -0.1603, -0.6438], [-0.9580, 0.0104, -0.5852], [-0.1058, -0.3464, -0.2414], [0.9922, 1.1267, -0.1824], [0.5043, -0.5665, 0.3983], [0.1262, -0.1912, 0.6221], [-0.6187, 1.5199, 0.0776], [-0.7045, 0.3266, -0.0788], [0.3159, 0.5151, 0.8121], [0.1821, -0.0204, -0.9282], [0.4380, 0.0667, 0.9314], [0.1375, 0.0256, 0.4947], [-0.1239, -0.1300, -0.0022], [0.7110, -0.5897, 0.4411], [-0.9276, 0.4600, 0.0125], [0.3832, 0.1528, 0.1055], [-0.1998, -0.0798, -0.4223], [-0.5306, -0.2394, -0.3032], [0.3353, 0.3514, -0.0191], [-0.2720, 0.3967, -0.1829], [0.0354, 0.3757, 0.5069], [-0.2143, -0.4824, 0.0091], [-3.6315, 2.1430, 0.6858], [-2.8305, -2.5908, -1.4062], [0.6077, -0.5676, 0.9474], [1.0141, -0.0103, -0.8678], [0.0937, 0.5592, 1.3295], [0.7753, 1.1600, -0.7462], [0.4425, -0.4374, -0.3818], [0.4990, 0.1531, -0.0943], [-1.2767, 0.1890, 0.2682], [0.2966, -0.1175, -1.1061], [0.7684, -0.1184, -1.1259], [0.4814, -0.1545, 0.6547], [-1.5872, 0.6182, -0.1792], [0.3414, -1.5031, 0.6239], [0.5438, -0.5508, 0.4376], [0.2453, -0.0228, -0.3542], [-1.1051, -0.7169, -0.1458], [0.5874, 0.9855, -0.6280], [-0.1952, 0.3286, -0.4534], [0.3042, 0.0084, 0.1783], [0.2505, -0.0017, -0.3121], [0.3597, 0.6029, 0.8455], [-0.0129, 0.3656, 1.0537], [-0.6686, -1.1024, -0.2702], [0.5876, -0.0921, 0.3000], [0.1224, 0.1285, -0.2681], [0.5118, 0.2198, -0.0570], [-0.1603, -0.1476, 0.2534], [-0.0963, 0.1093, 0.1189], [0.1032, -0.0518, 0.0744], [-0.0384, 0.0020, 0.0804], [0.2169, 0.0596, 0.3807], [0.0775, 0.1199, 0.0503], [0.2285, 0.2621, -0.2504], [0.3501, -0.1336, 0.2378], [0.2467, 0.3576, -0.2048], [-0.0958, -0.2427, -0.1351], [0.0371, 0.0921, 0.1494], [0.3816, 0.3200, -0.0689], [0.1795, -0.2883, 0.1716], [0.3124, -0.0141, -0.1972], [0.1355, 0.2659, 0.3114], [-0.0082, 0.0586, 0.1459], [0.1036, -0.1030, -0.0792], [0.0145, 0.2548, 0.4808], [0.3685, -0.5458, 0.6015], [-2.8090, 0.6876, -1.4996], [1.0621, -0.6613, -0.2641], [0.1029, 0.2071, -0.1604], [-0.0323, 0.1698, -0.5239], [-0.1967, -0.1847, 0.0053]]}

Entry 2:
{"formula": "C29H38CoN5STe", "method": "the ωB97M-V functional and the def2-TZVPD basis", "multiplicity": 4, "energy_ha": -3450.68962, "s2": 3.784, "homo_ev": [-2.5, -3.5], "orbital_gap_ha": [0.18247, 0.16762], "mol_weight_g_mol": 675.258, "total_charge": -1, "species": ["Co", "C", "C", "N", "N", "C", "N", "S", "C", "C", "C", "C", "C", "N", "H", "H", "H", "H", "H", "H", "H", "H", "H", "C", "C", "C", "C", "C", "C", "Te", "C", "C", "C", "H", "H", "H", "H", "H", "H", "H", "H", "H", "H", "H", "C", "C", "C", "C", "C", "C", "C", "C", "N", "C", "C", "C", "C", "H", "H", "H", "H", "H", "H", "H", "H", "H", "H", "H", "H", "H", "H", "H", "H", "H", "H"], "positions_angstrom": [[0.5605, 0.5928, -1.7960], [-0.4831, 4.3841, -3.3136], [-0.4405, 2.9678, -2.8289], [0.6906, 2.3783, -2.4233], [1.8605, 3.1082, -2.4536], [2.8741, 2.4545, -2.0046], [4.1145, 3.0855, -2.0151], [2.8116, 0.8131, -1.3924], [-1.5772, 2.1480, -2.7165], [-2.8911, 2.5121, -3.1082], [-3.9238, 1.6327, -2.9482], [-3.6682, 0.3544, -2.3970], [-2.3734, 0.0415, -2.0519], [-1.3423, 0.8821, -2.1903], [0.5124, 4.6867, -3.6249], [-0.8047, 5.0577, -2.5132], [-1.1765, 4.4963, -4.1493], [4.0479, 4.0900, -1.9736], [4.7509, 2.6968, -1.3402], [-3.0558, 3.4924, -3.5380], [-4.9279, 1.9055, -3.2497], [-4.4594, -0.3668, -2.2411], [-2.1376, -0.9317, -1.6359], [0.4575, 0.5623, 6.8705], [0.4772, 1.0111, 5.4309], [1.4746, 0.5969, 4.5586], [1.4946, 0.9888, 3.2208], [2.5794, 0.4852, 2.3049], [0.4893, 1.8371, 2.7397], [0.5148, 2.4840, 0.7178], [-0.5361, 2.2561, 3.6040], [-1.6544, 3.1435, 3.1144], [-0.5226, 1.8409, 4.9323], [1.3930, 0.0708, 7.1404], [-0.3573, -0.1433, 7.0517], [0.3122, 1.4116, 7.5410], [2.2562, -0.0643, 4.9245], [3.2585, -0.1890, 2.8314], [3.1582, 1.3184, 1.8942], [2.1543, -0.0484, 1.4501], [-2.1287, 2.7150, 2.2253], [-1.2692, 4.1266, 2.8263], [-2.4148, 3.2821, 3.8844], [-1.3230, 2.1636, 5.5938], [-1.7099, -1.2444, 2.7299], [-1.0443, -2.0295, 1.6251], [-0.9704, -3.4230, 1.6929], [-0.3562, -4.1269, 0.6642], [-0.2484, -5.6330, 0.7216], [0.1518, -3.4582, -0.4423], [0.0646, -2.0468, -0.5811], [-0.5170, -1.3702, 0.5297], [0.4696, -1.3122, -1.6588], [0.8521, -1.9713, -2.9250], [-0.2874, -2.8444, -3.4896], [2.1801, -2.7405, -2.8067], [1.0762, -0.8808, -3.9865], [-2.2209, -1.9104, 3.4291], [-2.4436, -0.5443, 2.3203], [-0.9797, -0.6557, 3.2874], [-1.3890, -3.9537, 2.5443], [-0.6143, -6.0178, 1.6743], [0.7870, -5.9586, 0.5972], [-0.8344, -6.0933, -0.0778], [0.6317, -4.0681, -1.1934], [-0.5905, -0.2876, 0.4785], [-0.6869, -3.5552, -2.7713], [0.0696, -3.3973, -4.3654], [-1.1097, -2.1959, -3.8062], [2.1011, -3.6452, -2.2044], [2.9225, -2.0860, -2.3431], [2.5427, -3.0242, -3.8010], [0.2100, -0.2109, -4.0471], [1.1964, -1.3536, -4.9650], [1.9719, -0.2926, -3.7814]], "forces_ev_per_a": [[0.0864, 0.2727, -0.2874], [-0.0192, -0.1108, 0.0098], [0.1965, -0.0522, 0.0316], [-0.0087, 0.3991, -0.0270], [-0.1228, 0.1587, -0.0347], [-0.0315, -0.0535, 0.0552], [-0.0180, -0.1362, -0.0296], [-0.2068, 0.0771, 0.1078], [-0.0405, -0.1204, -0.0063], [-0.0367, 0.0377, 0.0071], [0.0727, -0.0578, 0.0093], [-0.0572, 0.0670, -0.0146], [0.0182, -0.0706, 0.0602], [-0.0409, 0.0483, -0.0598], [0.0082, 0.0375, -0.0306], [-0.0009, 0.0395, -0.0167], [0.0218, 0.0091, 0.0268], [-0.0301, 0.0631, -0.0336], [0.0667, 0.0081, 0.0586], [-0.0346, -0.0284, 0.0380], [0.0018, 0.0294, 0.0046], [0.0513, 0.0223, -0.0194], [0.1066, 0.0512, -0.0019], [-0.0012, 0.0287, -0.0787], [-0.0115, 0.0349, -0.0483], [-0.0806, -0.0122, 0.0174], [0.0397, -0.0709, -0.1444], [-0.0691, 0.0752, 0.0953], [-0.0760, 0.0195, 0.2474], [0.1036, -0.0234, 0.2288], [-0.0351, 0.0337, -0.0478], [0.1853, -0.0722, -0.0610], [0.0459, -0.0718, -0.0538], [-0.0229, 0.0067, -0.0016], [0.0205, 0.0094, -0.0056], [0.0027, -0.0205, 0.0168], [-0.0290, 0.0391, -0.0526], [-0.0405, 0.0500, -0.0395], [0.0065, -0.0538, -0.0075], [-0.0041, -0.0095, 0.0433], [-0.0185, 0.0045, 0.0652], [-0.0231, -0.0064, 0.0062], [0.0274, -0.0093, -0.0378], [0.0243, 0.0094, -0.0418], [0.0276, -0.0139, -0.0792], [0.0675, 0.0046, -0.1162], [-0.0217, -0.0878, 0.0996], [-0.0126, 0.0960, -0.0087], [-0.0232, 0.0896, -0.0039], [-0.0238, -0.0882, 0.0836], [0.1820, 0.2134, -0.2177], [-0.0513, 0.0019, -0.0961], [-0.2430, -0.9689, 0.2814], [-0.0922, 0.0414, 0.1859], [0.0599, 0.0185, -0.0070], [0.0095, -0.0339, -0.0475], [0.0264, 0.0016, 0.0051], [0.0155, 0.0358, -0.0238], [0.0229, -0.0283, 0.0325], [0.0358, 0.0279, 0.0527], [0.0296, 0.0403, -0.0342], [0.0029, -0.0023, -0.0012], [-0.0075, -0.0016, 0.0022], [0.0078, -0.0269, 0.0107], [-0.1134, 0.0817, -0.0089], [-0.0311, -0.0428, -0.0004], [0.0345, -0.0362, 0.0496], [-0.0499, 0.0103, 0.0253], [0.0383, -0.0333, 0.0134], [0.0784, 0.0939, -0.0922], [-0.0231, -0.0284, -0.0387], [-0.0144, -0.0099, 0.0410], [0.0393, -0.0517, -0.0414], [0.0040, 0.0447, -0.0040], [-0.0012, 0.0005, -0.0091]]}

Entry 3:
{"formula": "C29H38IN2O2PtSSeSi3", "method": "the ωB97M-V functional and the def2-TZVPD basis", "energy_ha": -5473.20793, "homo_ev": -3.9, "orbital_gap_ha": 0.22311, "mol_weight_g_mol": 963.902, "total_charge": -1, "species": ["Pt", "C", "Si", "C", "C", "C", "C", "C", "C", "C", "Si", "C", "C", "H", "H", "H", "H", "H", "H", "H", "H", "H", "H", "H", "H", "H", "H", "H", "H", "O", "S", "O", "N", "C", "C", "C", "C", "C", "C", "C", "C", "N", "C", "C", "C", "C", "C", "C", "C", "H", "H", "H", "H", "H", "H", "H", "H", "H", "H", "H", "C", "Si", "C", "C", "Se", "H", "H", "H", "H", "H", "H", "H", "H", "H", "I", "C", "H", "H"], "positions_angstrom": [[1.2713, 0.4083, -0.4180], [0.1585, 1.0407, 2.8738], [0.5979, 1.9014, 1.2636], [1.9793, 3.1109, 1.7068], [-0.8792, 2.9048, 0.6848], [-1.7048, 3.6515, 1.5271], [-2.7684, 4.3754, 1.0093], [-3.0102, 4.3638, -0.3606], [-2.1801, 3.6412, -1.2060], [-1.1133, 2.8989, -0.6963], [0.2008, 2.0353, -1.7528], [-0.5687, 1.3637, -3.3069], [1.2124, 3.5758, -2.1958], [-0.2865, 1.7835, 3.5441], [1.0536, 0.6486, 3.3632], [-0.5539, 0.2246, 2.7542], [1.6090, 3.8805, 2.3912], [2.3664, 3.6112, 0.8172], [2.8096, 2.5954, 2.1973], [-1.5321, 3.6573, 2.5993], [-3.4142, 4.9433, 1.6694], [-3.8445, 4.9242, -0.7667], [-2.3707, 3.6543, -2.2744], [-1.1810, 2.1282, -3.7965], [-1.1889, 0.5028, -3.0676], [0.2063, 1.0414, -4.0040], [0.5074, 4.3353, -2.5481], [1.9553, 3.4176, -2.9714], [1.7136, 3.9874, -1.3152], [-1.7223, -0.7028, -1.2748], [-1.5357, -1.4939, -0.0950], [-1.8256, -2.9040, -0.1383], [-0.0312, -1.2047, 0.4519], [0.5050, -1.9441, 1.4919], [-0.0974, -2.9694, 2.2105], [0.5436, -3.6033, 3.2866], [1.7968, -3.2552, 3.7005], [2.4728, -2.2387, 2.9955], [3.7623, -1.7938, 3.3565], [4.3642, -0.7905, 2.6538], [3.6810, -0.2375, 1.5604], [2.4911, -0.6447, 1.1890], [1.8501, -1.6131, 1.8892], [-2.6663, -0.8042, 1.1088], [-3.2346, -1.6106, 2.0883], [-4.0824, -1.0506, 3.0327], [-4.3713, 0.3062, 2.9896], [-3.8243, 1.1012, 1.9924], [-2.9715, 0.5474, 1.0487], [-1.0663, -3.3236, 1.9184], [0.0079, -4.3926, 3.8009], [2.2787, -3.7373, 4.5415], [4.2547, -2.2551, 4.2048], [5.3464, -0.4205, 2.9139], [4.1304, 0.5567, 0.9769], [-3.0407, -2.6716, 2.0867], [-4.5257, -1.6784, 3.7956], [-5.0355, 0.7422, 3.7259], [-4.0546, 2.1574, 1.9438], [-2.5508, 1.1548, 0.2594], [-0.9107, -1.9642, -4.4492], [0.5386, -2.8934, -3.6967], [1.7527, -3.2796, -5.0893], [-0.1142, -4.5130, -3.0009], [1.7393, -1.8281, -2.1429], [-1.4502, -2.6164, -5.1442], [-0.5745, -1.0824, -4.9966], [-1.6011, -1.6481, -3.6662], [1.2954, -3.9120, -5.8592], [2.6304, -3.7953, -4.6965], [2.0846, -2.3508, -5.5574], [-0.7145, -5.0580, -3.7372], [-0.7319, -4.3116, -2.1234], [0.7158, -5.1497, -2.6874], [3.4581, 1.0783, -3.3834], [2.9911, 1.0747, -1.2941], [3.2929, 2.0732, -0.9825], [3.7042, 0.3432, -0.9203]], "forces_ev_per_a": [[-0.6307, -1.8927, -1.2229], [-0.0079, -0.0100, 0.0756], [0.5796, 0.1766, -0.0425], [-0.0178, 0.0312, 0.0326], [0.0381, 0.1377, -0.0400], [0.0476, 0.0428, -0.0411], [0.0179, 0.0264, -0.0221], [-0.0017, 0.0049, 0.0186], [-0.0140, -0.0507, 0.0168], [-0.0275, 0.0282, 0.0807], [-0.0793, -0.1476, 0.0130], [-0.0160, -0.0274, -0.1306], [0.0363, -0.0007, 0.0689], [0.0034, -0.0119, 0.0220], [-0.0071, -0.0052, 0.0096], [-0.0238, 0.0288, -0.0102], [0.0126, -0.0056, 0.0095], [0.0013, 0.0086, 0.0187], [0.0016, -0.0080, -0.0125], [0.0022, 0.0007, -0.0001], [-0.0045, 0.0055, -0.0002], [-0.0032, -0.0019, 0.0009], [-0.0125, -0.0204, 0.0025], [0.0305, 0.0164, -0.0166], [0.0132, 0.0837, -0.0268], [0.0236, 0.0107, -0.0055], [-0.0288, -0.0199, 0.0128], [0.0464, 0.0049, -0.0394], [-0.0281, 0.0129, -0.0104], [-0.0091, 0.0933, -0.1143], [0.1774, 0.0998, 0.3052], [0.0418, -0.0743, -0.0395], [-0.5650, 0.6176, 0.4456], [0.0967, -0.0204, -0.1095], [0.0689, 0.0821, -0.1429], [-0.0019, -0.0118, 0.0302], [-0.0222, -0.0205, -0.0031], [-0.0209, 0.0248, -0.0624], [0.0234, 0.0367, -0.0137], [0.0059, -0.0508, 0.0512], [-0.0417, -0.1123, -0.0236], [0.0994, 0.0530, 0.0183], [-0.1260, 0.0282, -0.0156], [0.0882, -0.1315, 0.1164], [0.0181, 0.0371, -0.0373], [-0.0058, -0.0039, 0.0025], [-0.0031, -0.0111, -0.0032], [-0.0331, -0.0150, 0.0305], [-0.0401, -0.0201, -0.0816], [-0.1180, -0.0262, -0.0495], [0.0003, 0.0005, -0.0045], [-0.0050, -0.0036, -0.0010], [0.0037, -0.0028, -0.0036], [-0.0014, -0.0006, 0.0057], [-0.0013, 0.0030, 0.0234], [0.0208, -0.0497, 0.0037], [0.0010, -0.0017, 0.0006], [-0.0010, -0.0031, 0.0037], [-0.0100, -0.0570, -0.0029], [-0.1002, -0.0922, 0.0495], [0.0049, -0.0776, 0.0218], [-0.0543, 0.1457, 0.0339], [-0.1378, -0.0987, -0.0589], [-0.0269, -0.0058, -0.0244], [0.4252, 0.3633, 0.5497], [0.0210, -0.0070, -0.0003], [-0.0147, 0.0139, 0.0259], [-0.0108, 0.0180, -0.0156], [0.0027, 0.0166, 0.0144], [0.0181, 0.0176, 0.0082], [0.0304, 0.0046, 0.0185], [0.0168, 0.0005, -0.0021], [-0.0126, 0.0036, -0.0064], [0.0076, -0.0014, 0.0097], [-0.0047, 0.0224, -0.1955], [0.1657, 0.8139, 0.6060], [0.0502, -0.0207, 0.0001], [0.0281, 0.0058, -0.1247]]}